1.
Density functional theory data (wB97M-V/def2-TZVPD) for 3 unconnected molecules or ions with the total composition C4H13NO2.

The geometry in XYZ format:
```
20
C4H13NO2 wB97M-V/def2-TZVPD
C 0.49 0.81 -0.23
C 1.03 -0.57 0.11
C 2.57 -0.36 0.02
N 2.75 1.08 0.19
C 1.48 1.72 0.49
H -0.55 0.96 0.00
H 0.69 0.98 -1.29
H 0.78 -0.96 1.08
H 0.65 -1.30 -0.60
H 3.04 -0.93 0.81
H 2.94 -0.71 -0.94
H 3.47 1.32 0.85
H 1.21 1.80 1.56
H 1.40 2.74 0.11
O -3.09 -2.68 0.16
H -3.27 -2.96 -0.74
H -2.95 -1.73 0.12
O -4.01 0.45 -0.29
H -3.69 0.19 -1.16
H -4.93 0.15 -0.27
```

Output
Molar mass ... 107.2 g mol⁻¹
E_HOMO ... -8.48 eV
Total charge ... 0
Structure (SMILES) ... C1CCNC1.O.O

***

2.
Density functional theory data (wB97M-V/def2-TZVPD) for a molecular structure, C43H34N9O2PbS2Se.

The geometry in XYZ format:
```
92
C43H34N9O2PbS2Se wB97M-V/def2-TZVPD
Pb 1.32 -0.70 0.36
O 2.31 4.20 1.35
C 3.56 4.20 0.86
C 4.20 5.43 0.74
C 5.47 5.48 0.23
C 6.16 4.32 -0.18
C 5.55 3.11 -0.06
C 4.23 3.01 0.47
C 3.60 1.76 0.67
O 2.44 1.56 1.09
N 4.37 0.61 0.28
N 3.94 -0.48 0.67
C 4.44 -1.56 1.14
C 3.80 -2.89 1.17
C 4.56 -3.98 1.55
C 3.97 -5.24 1.55
C 2.63 -5.35 1.21
C 1.93 -4.19 0.87
N 2.51 -2.99 0.85
H 1.99 3.28 1.38
H 3.67 6.32 1.05
H 5.96 6.44 0.13
H 7.16 4.39 -0.59
H 6.06 2.21 -0.37
H 5.42 -1.46 1.59
H 5.60 -3.85 1.82
H 4.54 -6.11 1.83
H 2.13 -6.31 1.19
H 0.88 -4.24 0.60
Se -3.35 2.72 5.96
N -2.18 1.39 6.00
C -1.70 1.28 4.79
C -0.70 0.29 4.41
C -0.16 -0.61 5.34
C 0.78 -1.52 4.93
C 1.15 -1.54 3.59
N 0.64 -0.69 2.70
C -0.27 0.23 3.09
C -0.79 1.18 2.08
N -0.32 1.09 0.83
C -0.72 1.97 -0.09
C -1.65 2.97 0.19
C -2.16 3.05 1.47
C -1.73 2.15 2.44
C -2.21 2.20 3.82
N -3.11 3.05 4.23
H -0.49 -0.55 6.37
H 1.22 -2.23 5.61
H 1.86 -2.27 3.22
H -0.27 1.88 -1.07
H -1.94 3.67 -0.58
H -2.88 3.81 1.74
S 0.74 -0.62 -2.41
C -0.95 -0.61 -2.37
N -1.64 0.03 -3.27
C -3.11 0.13 -3.18
C -3.69 -1.16 -2.70
N -3.02 -1.55 -1.44
C -3.86 -2.21 -0.41
C -4.09 -1.30 0.78
C -4.67 -0.05 0.59
C -4.90 0.79 1.67
C -4.57 0.37 2.95
C -4.01 -0.89 3.15
C -3.76 -1.72 2.06
C -1.74 -1.36 -1.27
S -1.02 -2.00 0.12
C -0.99 0.73 -4.41
C -0.54 -0.23 -5.48
C 0.79 -0.27 -5.87
C 1.20 -1.13 -6.88
C 0.29 -1.97 -7.49
C -1.05 -1.94 -7.11
C -1.46 -1.07 -6.11
H -3.50 0.36 -4.17
H -3.36 0.95 -2.51
H -3.57 -1.96 -3.43
H -4.74 -1.03 -2.49
H -3.38 -3.15 -0.11
H -4.80 -2.46 -0.90
H -4.96 0.28 -0.41
H -5.38 1.75 1.51
H -4.79 1.01 3.80
H -3.78 -1.23 4.15
H -3.33 -2.70 2.22
H -0.16 1.31 -4.03
H -1.74 1.42 -4.80
H 1.51 0.39 -5.39
H 2.24 -1.14 -7.19
H 0.60 -2.63 -8.28
H -1.77 -2.57 -7.60
H -2.51 -1.03 -5.84
```

Output
Molar mass ... 1059.1 g mol⁻¹
E_HOMO (spin up / spin down) ... -15.30 / -15.30 eV
Total charge ... +3

***

3.
Density functional theory data (wB97M-V/def2-TZVPD) for a molecular structure, C30H70BeN10O14SY.

The geometry in XYZ format:
```
127
C30H70BeN10O14SY wB97M-V/def2-TZVPD
Y -1.34 1.95 -0.33
Be 2.19 -2.68 0.78
S 0.59 -0.27 0.32
O 0.14 -1.54 0.89
O 0.16 0.95 1.06
O 2.02 -0.43 0.11
O -0.09 0.10 -0.95
C -3.50 -0.75 0.23
O -2.68 0.18 0.19
N -4.76 -0.65 0.64
C -5.61 -1.86 0.64
C -5.25 0.52 1.39
H -3.21 -1.75 -0.10
H -6.58 -1.55 0.29
H -5.58 -2.16 1.69
H -5.14 -2.66 0.07
H -4.68 1.38 1.05
H -6.31 0.66 1.23
H -5.03 0.42 2.46
C -0.90 -4.37 1.01
O 0.31 -4.38 0.78
N -1.53 -3.80 2.04
C -2.98 -3.73 2.15
C -0.71 -3.20 3.10
H -1.64 -4.89 0.37
H -3.32 -2.70 2.25
H -3.37 -4.41 2.91
H -3.41 -4.14 1.23
H -0.68 -2.11 3.01
H -1.15 -3.41 4.08
H 0.36 -3.39 3.08
C 1.69 2.60 -1.54
O 0.48 2.83 -1.64
N 2.70 3.47 -1.63
C 4.02 3.10 -1.18
C 2.51 4.86 -1.99
H 2.16 1.61 -1.44
H 4.37 3.69 -0.34
H 4.63 3.06 -2.09
H 4.11 2.04 -0.93
H 1.51 5.10 -2.33
H 2.59 5.46 -1.07
H 3.26 5.15 -2.72
C 0.40 4.61 1.83
O 0.04 3.68 1.11
N 0.34 5.89 1.47
C 1.02 6.95 2.24
C -0.13 6.30 0.17
H 0.82 4.46 2.83
H 2.05 7.01 1.91
H 0.88 6.78 3.31
H 0.51 7.85 1.92
H -1.00 6.95 0.29
H 0.59 6.97 -0.33
H -0.35 5.57 -0.61
C -3.44 -2.56 -3.46
O -4.03 -2.02 -2.52
N -2.16 -2.96 -3.36
C -1.45 -2.88 -2.09
C -1.52 -3.67 -4.46
H -3.83 -2.76 -4.47
H -0.79 -2.02 -2.02
H -0.89 -3.81 -1.99
H -2.16 -2.85 -1.27
H -2.05 -3.85 -5.39
H -0.65 -3.07 -4.75
H -1.13 -4.61 -4.07
C 5.00 -0.87 0.90
O 4.40 -1.94 0.83
N 5.98 -0.50 0.06
C 6.70 0.77 0.32
C 6.49 -1.35 -1.02
H 4.81 -0.09 1.65
H 6.19 1.33 1.10
H 6.73 1.38 -0.58
H 7.71 0.52 0.65
H 7.47 -1.77 -0.78
H 5.76 -2.12 -1.23
H 6.64 -0.75 -1.92
C 1.74 -2.22 -2.67
O 1.85 -2.84 -1.61
N 2.21 -2.69 -3.84
C 2.90 -3.95 -3.89
C 2.03 -1.94 -5.06
H 1.26 -1.25 -2.83
H 2.23 -4.81 -3.97
H 3.39 -4.12 -2.93
H 3.68 -3.99 -4.64
H 1.78 -2.59 -5.90
H 1.23 -1.20 -5.00
H 2.91 -1.34 -5.29
C -2.45 2.32 3.06
O -2.19 2.22 1.86
N -2.46 1.30 3.91
C -2.95 1.44 5.30
C -2.07 -0.07 3.55
H -2.93 3.19 3.51
H -3.90 0.91 5.28
H -3.20 2.46 5.59
H -2.26 1.02 6.02
H -1.57 -0.10 2.58
H -1.46 -0.50 4.34
H -2.98 -0.65 3.37
C 1.74 -0.46 3.67
O 1.89 -1.45 2.97
N 1.54 -0.45 4.99
C 1.07 0.76 5.67
C 1.54 -1.63 5.85
H 1.71 0.56 3.25
H 1.49 0.97 6.65
H 0.00 0.63 5.83
H 1.14 1.63 5.02
H 1.89 -2.50 5.30
H 2.29 -1.44 6.62
H 0.54 -1.90 6.18
C -2.74 1.19 -3.49
O -1.92 1.34 -2.57
N -2.42 0.64 -4.65
C -3.44 0.34 -5.66
C -1.14 0.14 -5.01
H -3.81 1.35 -3.33
H -4.44 0.59 -5.32
H -3.39 -0.70 -5.94
H -3.23 0.99 -6.52
H -1.16 -0.96 -5.02
H -0.81 0.50 -5.98
H -0.42 0.38 -4.22
```

Output
Molar mass ... 924.9 g mol⁻¹
E_HOMO ... -15.40 eV
Total charge ... +3

***

4.
Density functional theory data (wB97M-V/def2-TZVPD) for 11 unconnected molecules or ions with the total composition C11H44N10O11.

The geometry in XYZ format:
```
76
C11H44N10O11 wB97M-V/def2-TZVPD
N 12.36 4.27 -13.38
C 12.46 5.60 -13.31
N 13.22 6.16 -14.27
O 11.86 6.34 -12.37
H 11.55 3.97 -12.86
H 12.98 3.63 -13.79
H 13.17 7.15 -14.53
H 13.52 5.57 -15.00
N 17.81 4.46 -8.48
C 17.55 5.41 -9.35
N 17.49 4.91 -10.59
O 17.52 6.73 -9.06
H 18.00 4.89 -7.56
H 17.75 3.42 -8.52
H 17.22 5.53 -11.34
H 17.74 3.96 -10.81
N 12.41 1.34 -9.71
C 11.83 0.49 -10.48
N 12.67 -0.27 -11.21
O 10.45 0.52 -10.57
H 11.84 2.05 -9.24
H 13.42 1.16 -9.53
H 13.68 -0.20 -10.99
H 12.27 -1.23 -11.24
N 15.32 -0.39 -10.76
C 15.37 -0.18 -9.47
N 15.04 1.04 -9.12
O 15.59 -1.15 -8.65
H 15.66 -1.26 -11.04
H 15.19 0.36 -11.52
H 14.89 1.16 -8.07
H 14.97 1.84 -9.69
N 13.89 2.38 -14.72
C 13.85 1.56 -13.71
N 12.81 0.80 -13.87
O 14.88 1.40 -12.79
H 14.67 3.11 -14.71
H 13.21 2.47 -15.55
H 12.63 0.33 -12.90
H 12.09 1.00 -14.49
C 15.11 7.48 -11.12
O 15.34 6.80 -12.38
H 14.10 7.74 -11.10
H 15.66 8.39 -11.18
H 15.26 6.78 -10.38
H 14.59 6.59 -12.95
C 19.04 2.12 -12.13
O 18.03 2.11 -11.13
H 19.53 3.05 -12.56
H 18.59 1.51 -12.88
H 19.89 1.54 -11.70
H 18.16 1.40 -10.43
C 14.43 3.86 -6.85
O 14.41 5.22 -7.31
H 13.91 3.24 -7.59
H 13.86 3.84 -5.93
H 15.47 3.53 -6.65
H 14.90 5.20 -8.13
C 14.12 3.99 -10.91
O 15.14 3.63 -9.98
H 14.47 3.97 -12.00
H 13.90 5.03 -10.56
H 13.34 3.23 -10.96
H 16.01 4.09 -10.13
C 16.95 3.88 -14.01
O 15.80 4.26 -14.66
H 16.80 2.89 -13.52
H 17.33 4.74 -13.35
H 17.70 3.60 -14.65
H 15.58 5.18 -14.76
C 11.35 4.58 -8.94
O 10.73 3.33 -8.77
H 10.64 5.40 -8.86
H 11.80 4.72 -9.95
H 12.11 4.74 -8.17
H 9.83 3.28 -9.09
```

Output
Molar mass ... 492.5 g mol⁻¹
E_HOMO ... -8.76 eV
Total charge ... 0
Structure (SMILES) ... NC(N)=O.NC(N)=O.NC(N)=O.NC(N)=O.NC(N)=O.CO.CO.CO.CO.CO.CO

***

5.
Density functional theory data (wB97M-V/def2-TZVPD) for a single C3H6N2OS molecule.

The geometry in XYZ format:
```
13
C3H6N2OS wB97M-V/def2-TZVPD
H 2.01 1.00 2.57
N 1.01 1.20 2.14
C 0.68 0.65 1.10
N -0.73 0.70 0.73
O -0.79 0.97 -0.49
C -0.92 -0.20 -1.38
C 0.17 -1.24 -0.72
S 1.77 -0.42 0.04
H -1.25 1.41 1.43
H -0.18 0.10 -2.41
H -1.87 -0.52 -1.61
H 0.45 -1.89 -1.54
H -0.34 -1.76 0.14
```

Output
Molar mass ... 118.2 g mol⁻¹
E_HOMO ... -8.85 eV
Total charge ... 0
Structure (SMILES) ... [H]/N=C1/NOCCS1

***

6.
Density functional theory data (wB97M-V/def2-TZVPD) for a single C3H4N2O2S molecule.

The geometry in XYZ format:
```
12
C3H4N2O2S wB97M-V/def2-TZVPD
C 0.38 -1.24 0.54
C -0.22 0.09 0.28
C 0.40 1.29 0.89
N -1.37 0.20 -0.34
N -1.79 -0.18 -1.42
O 1.43 -1.37 1.12
O -0.92 -0.59 -2.34
S 0.68 -0.88 -2.04
H -0.22 -2.09 0.20
H 1.14 0.98 1.63
H -0.38 1.90 1.36
H 0.89 1.90 0.13
```

Output
Molar mass ... 132.1 g mol⁻¹
E_HOMO (spin up / spin down) ... -9.03 / -9.03 eV
Total charge ... 0

***

Here are the calculated calculated total energy numbers, same order: -9943.5124; -154889.2858; -88075.7022; -49541.0342; -19066.6014; -21081.2448 (eV).
Here are the calculated energy above the lowest of the compared OMol25 structures with the same formula, charge and spin numbers, same order: 66.0; 109.9; 112.8; 678.3; 537.0; 539.1 (kJ/mol).